{"formula": "C4H11NO", "method": "the ωB97M-V functional and the def2-TZVPD basis", "symbols": ["C", "N", "C", "C", "C", "O", "H", "H", "H", "H", "H", "H", "H", "H", "H", "H", "H"], "xyz": [[0.42, 2.45, -0.43], [0.87, 1.08, -0.02], [0.36, 0.01, -0.90], [0.33, -1.40, -0.23], [-0.90, -1.74, 0.66], [-0.89, -0.73, 1.65], [0.68, 3.09, 0.47], [1.06, 2.77, -1.27], [-0.62, 2.41, -0.66], [0.57, 0.84, 0.95], [-0.73, 0.15, -1.27], [1.18, -0.08, -1.70], [0.53, -2.12, -1.05], [1.42, -1.35, 0.29], [-0.74, -2.73, 1.20], [-1.84, -1.82, 0.11], [-1.69, -0.83, 2.20]], "s2": 0.7542, "multiplicity": 2, "total_charge": 1, "de_lowest_ev": 2.1702}



{"formula": "C48H42F4INO26S2", "method": "the ωB97M-V functional and the def2-TZVPD basis", "symbols": ["C", "C", "C", "I", "C", "C", "F", "C", "C", "C", "N", "C", "C", "C", "O", "C", "C", "C", "C", "C", "C", "S", "O", "O", "C", "F", "F", "F", "O", "S", "O", "O", "H", "H", "H", "H", "H", "H", "H", "H", "H", "H", "H", "H", "H", "H", "H", "H", "H", "H", "H", "H", "H", "H", "O", "C", "C", "C", "O", "C", "O", "C", "C", "O", "H", "H", "H", "H", "O", "C", "C", "C", "O", "C", "O", "C", "C", "O", "H", "H", "H", "H", "O", "C", "C", "C", "O", "C", "O", "C", "C", "O", "H", "H", "H", "H", "O", "C", "C", "C", "O", "C", "O", "C", "C", "O", "H", "H", "H", "H", "O", "C", "C", "C", "O", "C", "O", "C", "C", "O", "H", "H", "H", "H"], "xyz": [[-2.32, -1.51, -1.22], [-0.90, -0.70, -1.26], [-1.23, 0.75, -1.86], [-2.67, 1.69, -0.46], [0.03, 1.70, -2.12], [0.99, 1.26, -3.34], [0.35, 0.13, -3.99], [2.53, 0.99, -2.95], [3.26, 0.61, -4.36], [4.73, -0.01, -4.17], [4.78, -1.16, -3.19], [3.25, 2.17, -2.15], [3.94, 3.27, -3.13], [2.88, 4.06, -4.03], [3.02, 4.00, -5.30], [1.68, 4.94, -3.50], [1.66, 5.76, -2.19], [0.37, 6.56, -1.78], [-0.94, 6.59, -2.63], [-0.90, 5.78, -3.98], [0.38, 4.98, -4.38], [4.68, 1.57, -1.05], [4.48, 0.19, -0.52], [6.03, 1.82, -1.68], [4.66, 2.70, 0.48], [4.71, 4.08, 0.15], [5.91, 2.42, 1.14], [3.67, 2.36, 1.41], [2.40, 2.94, -1.25], [1.12, 1.99, -0.65], [1.57, 0.74, 0.05], [0.44, 2.86, 0.40], [-2.77, -1.35, -0.16], [-3.09, -1.01, -1.93], [-2.20, -2.63, -1.40], [-0.62, -0.56, -0.15], [-0.10, -1.27, -1.85], [-1.84, 0.58, -2.83], [-0.39, 2.74, -2.41], [0.99, 2.10, -4.13], [2.61, 0.03, -2.30], [2.64, -0.21, -4.89], [3.31, 1.48, -5.09], [5.01, -0.49, -5.19], [5.56, 0.77, -3.98], [5.74, -1.15, -2.79], [4.78, -2.03, -3.76], [4.77, 2.82, -3.76], [4.43, 4.05, -2.43], [2.57, 5.76, -1.50], [0.33, 7.16, -0.80], [-1.89, 7.14, -2.33], [-1.81, 5.76, -4.69], [0.39, 4.39, -5.36], [2.12, -7.95, -5.94], [2.74, -6.93, -5.68], [2.54, -6.19, -4.43], [3.23, -5.07, -4.18], [3.05, -4.37, -3.03], [4.21, -4.54, -5.17], [4.81, -3.50, -4.92], [4.43, -5.29, -6.40], [3.75, -6.41, -6.64], [3.94, -7.12, -7.79], [1.82, -6.59, -3.73], [3.65, -3.61, -3.08], [5.16, -4.90, -7.10], [3.33, -7.89, -7.73], [-1.55, -1.86, 1.91], [-0.87, -2.30, 2.82], [0.13, -1.49, 3.52], [0.86, -2.01, 4.50], [1.79, -1.26, 5.16], [0.71, -3.43, 4.91], [1.41, -3.89, 5.80], [-0.31, -4.24, 4.22], [-1.04, -3.72, 3.25], [-1.99, -4.45, 2.60], [0.23, -0.46, 3.21], [2.19, -1.87, 5.82], [-0.42, -5.27, 4.54], [-2.38, -3.85, 1.94], [-6.83, 8.64, -8.44], [-6.13, 8.20, -7.55], [-5.13, 9.01, -6.85], [-4.37, 8.48, -5.89], [-3.44, 9.22, -5.23], [-4.50, 7.05, -5.49], [-3.78, 6.59, -4.62], [-5.52, 6.24, -6.18], [-6.28, 6.77, -7.14], [-7.23, 6.04, -7.78], [-5.04, 10.05, -7.14], [-3.02, 8.61, -4.58], [-5.62, 5.21, -5.87], [-7.64, 6.64, -8.42], [-1.43, -2.06, 6.06], [-2.56, -1.67, 6.28], [-3.52, -1.40, 5.21], [-4.75, -0.96, 5.49], [-5.65, -0.70, 4.50], [-5.19, -0.73, 6.90], [-6.32, -0.32, 7.11], [-4.24, -1.03, 7.97], [-3.01, -1.47, 7.69], [-2.12, -1.75, 8.68], [-3.19, -1.56, 4.19], [-6.46, -0.40, 4.96], [-4.58, -0.88, 8.99], [-1.31, -2.05, 8.23], [-3.47, -5.59, 10.73], [-2.26, -5.59, 10.63], [-1.54, -4.78, 9.65], [-0.21, -4.82, 9.56], [0.46, -4.07, 8.65], [0.59, -5.70, 10.45], [1.81, -5.73, 10.33], [-0.12, -6.50, 11.46], [-1.45, -6.45, 11.55], [-2.12, -7.18, 12.48], [-2.14, -4.15, 9.00], [1.41, -4.28, 8.78], [0.48, -7.12, 12.11], [-3.07, -6.98, 12.34]], "total_energy_ha": -5358.44675, "smiles": "CC[C@@H](I)[C@@H]1[C@H](F)[C@@H](CCN)[C@](CC(=O)c2ccccc2)(S(=O)(=O)C(F)(F)F)OS1(=O)=O.O=C1C=C(O)C(=O)C=C1O.O=C1C=C(O)C(=O)C=C1O.O=C1C=C(O)C(=O)C=C1O.O=C1C=C(O)C(=O)C=C1O.O=C1C=C(O)C(=O)C=C1O"}



| no. | maximum force (eV/Å) |
| --- | --- |
| 1 | 4.869 |
| 2 | 7.465 |